# 1
Molecular formula: C6H13BrIN2
Method: DFT, ωB97M-V/def2-TZVPD

Output
ΔE to the lowest compared entry with this formula, charge and spin = 5.1 kcal per mole
SMILES = CCN1[C@H](CI)C[NH2+][C@@H]1Br
HOMO level = -12.714 eV
Kohn-Sham gap = 9.2 eV

ORCA input file:
```
! RIJCOSX wB97M-V def2-TZVPD def2/J DEFGRID3
* xyz 1 1
C -2.6992 1.2254 -0.6283
C -1.5081 0.3643 -1.0242
N -0.3400 0.3826 -0.0776
C 1.1398 0.3118 -0.4116
C 1.5395 -0.8203 -1.3312
I 3.7272 -0.5779 -1.7740
C 1.8163 0.1931 0.9617
N 0.7266 -0.1704 1.9880
C -0.4326 -0.6868 1.2699
Br -0.3712 -2.6660 0.8762
H -2.5730 2.2197 -0.9847
H -3.5729 0.8722 -1.2410
H -2.8760 0.9363 0.4675
H -1.7846 -0.6785 -1.0329
H -1.2155 0.6015 -2.0082
H 1.2401 1.2109 -1.0461
H 0.9640 -0.8500 -2.2250
H 1.3674 -1.7042 -0.7417
H 2.4882 -0.6492 0.8818
H 2.2638 1.1622 1.2587
H 0.9804 -0.9624 2.5877
H 0.5341 0.6685 2.5569
H -1.4142 -0.3829 1.6779
*
```

***

# 2
Molecular formula: C43H54CdCl5O7PS
Method: DFT, ωB97M-V/def2-TZVPD

Output
ΔE to the lowest compared entry with this formula, charge and spin = 43.3 kcal per mole
HOMO level = -1.037 eV
Kohn-Sham gap = 4.7 eV

ORCA input file:
```
! RIJCOSX wB97M-V def2-TZVPD def2/J DEFGRID3
* xyz -2 1
Cd 3.1473 -0.1938 0.6557
Cl 3.3222 -0.6170 7.8348
C 2.7211 -0.3642 6.2440
C 1.4367 0.1743 5.9172
Cl 0.4388 0.8109 7.1394
C 0.9410 -0.2038 4.6684
Cl -0.8351 -0.1132 4.3961
C 1.7777 -0.7248 3.6767
O 1.2633 -1.5875 2.7566
C 3.1898 -0.5276 3.8026
O 3.9640 -0.2799 2.8348
C 3.5598 -0.6560 5.2001
Cl 5.2076 -1.2167 5.3534
O 0.5965 -2.1118 0.7212
C 1.2922 -1.3443 1.3507
C -5.4322 3.3753 0.9347
C -4.6693 2.5240 2.0107
C -4.5911 0.9918 1.5983
C -4.6206 0.7354 0.0930
C -4.0673 1.9362 -0.6469
C -4.9574 3.1599 -0.4867
P -3.6805 -0.9813 -0.1146
C -3.5567 -1.4130 -1.9560
C -4.8589 -1.1827 -2.7738
C -4.5961 -0.9280 -4.2270
C -3.3711 -1.6624 -4.7319
C -2.1078 -0.9669 -4.1224
C -2.2341 -0.9364 -2.5738
C -4.9468 -2.2457 0.4530
C -6.4250 -1.8740 0.6979
C -7.2024 -3.1803 0.8504
C -6.5035 -4.2475 1.6614
C -5.4274 -3.6716 2.6006
C -4.3535 -2.9221 1.7632
H -5.3824 4.4361 1.2832
H -6.4656 3.1167 1.0174
H -5.2329 2.6210 2.9752
H -3.6427 2.9571 2.1841
H -5.4273 0.4907 2.0831
H -3.7169 0.5995 2.0626
H -5.6606 0.6129 -0.1765
H -3.9144 1.6897 -1.7379
H -3.0463 2.1456 -0.2492
H -5.8114 3.1084 -1.1981
H -4.3544 4.0894 -0.7838
H -3.4722 -2.5229 -1.7648
H -5.3802 -0.2973 -2.3361
H -5.4783 -2.0701 -2.6490
H -4.5036 0.1461 -4.4285
H -5.4888 -1.2383 -4.8057
H -3.2734 -1.6422 -5.8046
H -3.4713 -2.7372 -4.4760
H -1.9802 0.0690 -4.5197
H -1.2313 -1.5473 -4.4424
H -1.9036 0.0311 -2.1459
H -1.4135 -1.5591 -2.1522
H -4.9466 -3.0392 -0.2803
H -6.9106 -1.3106 -0.0997
H -6.5705 -1.3258 1.6331
H -7.4493 -3.6406 -0.1465
H -8.1945 -2.8596 1.2105
H -6.0494 -5.0389 1.0320
H -7.2640 -4.8119 2.2927
H -4.9332 -4.4228 3.1929
H -5.8897 -3.0346 3.3751
H -3.5186 -3.5665 1.5215
H -3.8550 -2.1378 2.3578
C 9.6782 2.6052 3.1151
C 8.6715 1.9017 2.2286
C 8.4311 2.3965 0.9563
C 7.4767 1.8000 0.0691
C 6.8708 0.6325 0.5390
C 7.1244 0.0890 1.8610
C 7.9859 0.7520 2.6624
S 5.8030 -0.1587 -0.6185
O 6.5562 -0.6702 -1.7418
O 4.7842 0.8715 -0.9538
O 5.0470 -1.1931 0.2456
H 10.7216 2.1554 3.1403
H 9.4150 2.5949 4.1573
H 9.7041 3.6598 2.7625
H 8.9300 3.2770 0.6215
H 7.1578 2.2525 -0.8709
H 6.5778 -0.8135 2.2017
H 8.1422 0.4235 3.6704
Cl 1.6779 3.9718 1.5638
C 2.1297 3.8504 -0.1253
C 2.5034 4.9625 -0.8485
C 2.7979 4.9242 -2.1863
C 2.6047 3.7584 -2.9354
C 2.2022 2.5940 -2.2547
C 1.9582 2.6155 -0.8246
C 1.5494 1.3882 -0.1836
H 2.5962 5.8975 -0.2444
H 3.1597 5.8019 -2.6920
H 2.6108 3.8506 -4.0370
H 2.0944 1.6652 -2.7971
H 1.2101 0.5735 -0.7966
H 1.0459 1.4690 0.7659
C 3.2765 -1.8586 -4.4815
C 3.9558 -2.7403 -3.4615
C 3.0876 -2.5262 -2.2238
O 2.6490 -1.1523 -2.2621
C 2.7840 -0.6666 -3.5820
H 2.3250 -2.2920 -4.8491
H 3.8559 -1.6320 -5.3674
H 5.0107 -2.3725 -3.1946
H 4.0628 -3.7926 -3.7800
H 3.6068 -2.5308 -1.2761
H 2.2591 -3.2041 -2.1411
H 3.5234 0.1543 -3.5539
H 1.7971 -0.1511 -3.8831
*
```

***

Q: The highest ΔE to the lowest compared entry with this formula, charge and spin belongs to which entry?
A: C43H54CdCl5O7PS

***

Q: Among the records above, which one has the lowest Kohn-Sham gap?
A: C43H54CdCl5O7PS

***

Q: Which value of Kohn-Sham gap does entry 1 give?
A: 9.2 eV

***

Q: Which of these has the lowest Kohn-Sham gap?
A: C43H54CdCl5O7PS